(1)
{
  "formula": "C24H15BBrF9N4O2STeTi",
  "method": "ωB97M-V with the def2-TZVPD basis set",
  "elements": ["Ti", "S", "C", "C", "C", "C", "C", "C", "C", "C", "C", "N", "H", "H", "H", "H", "H", "H", "Br", "C", "C", "C", "C", "C", "C", "N", "N", "C", "C", "C", "C", "O", "C", "N", "C", "C", "C", "C", "H", "H", "H", "H", "H", "H", "H", "H", "H", "F", "Te", "F", "F", "F", "F", "O", "F", "B", "F", "F", "F"],
  "coordinates": [[0.6302, 0.5869, -1.6100], [0.2031, -3.2284, -4.9545], [0.7604, -4.2499, -3.7003], [1.1722, -3.5608, -2.6126], [1.0355, -2.1414, -2.7730], [0.5192, -1.8056, -4.0145], [0.2974, -0.4811, -4.5714], [-0.0057, -0.2976, -5.9292], [-0.1789, 0.9722, -6.4261], [-0.0406, 2.0678, -5.5794], [0.2495, 1.8211, -4.2581], [0.4074, 0.5876, -3.7672], [0.7431, -5.3196, -3.8340], [1.5709, -3.9993, -1.7105], [-0.0923, -1.1583, -6.5774], [-0.4189, 1.1137, -7.4729], [-0.1728, 3.0818, -5.9273], [0.3474, 2.6283, -3.5404], [-4.5201, -2.5666, 5.2909], [-3.1687, -1.2171, 5.3593], [-3.1626, -0.1920, 4.4266], [-2.1861, 0.7874, 4.4742], [-1.1813, 0.7765, 5.4736], [-1.2277, -0.2929, 6.4023], [-2.1954, -1.2725, 6.3499], [-0.2297, 1.7331, 5.6915], [0.0149, 2.6828, 4.7942], [-0.0269, 2.4543, 3.4301], [-0.3578, 3.5347, 2.6171], [-0.4014, 3.4674, 1.2168], [-0.0742, 2.3068, 0.5577], [-0.0944, 2.1417, -0.7683], [0.3510, 1.2065, 1.3386], [0.7551, 0.1185, 0.6135], [1.1752, -0.9477, 1.2533], [1.2705, -0.9977, 2.6499], [0.8827, 0.0917, 3.3892], [0.3751, 1.2418, 2.7533], [-3.9174, -0.1585, 3.6513], [-2.2053, 1.5767, 3.7360], [-0.4716, -0.3099, 7.1786], [-2.2022, -2.0772, 7.0746], [-0.6196, 4.4585, 3.1192], [-0.7089, 4.3292, 0.6366], [1.4632, -1.7950, 0.6406], [1.6594, -1.8869, 3.1257], [0.9742, 0.0818, 4.4654], [5.7038, -0.5653, -1.6077], [3.8564, -0.8556, -1.3548], [3.9185, -2.6897, -1.7431], [3.8382, -0.7239, -3.2798], [2.3724, 1.3970, -1.8042], [4.4455, -1.5280, 0.3971], [1.3727, -1.3021, -1.8135], [-3.2400, -0.9991, -2.6045], [-2.5523, 0.0990, -2.1021], [-2.2687, 1.0135, -3.1198], [-3.1966, 0.6831, -1.0365], [-1.2473, -0.4215, -1.6139]],
  "forces_ev_per_a": [[-0.16, 0.24, 0.81], [-0.01, 0.01, 0.03], [0.01, -0.03, 0.01], [-0.04, 0.07, -0.04], [-0.16, -0.13, -0.10], [0.03, 0.11, -0.01], [0.05, -0.06, 0.04], [0.01, 0.01, 0.01], [0.00, 0.01, 0.01], [0.00, -0.01, 0.01], [0.03, -0.05, -0.06], [0.09, -0.06, -0.03], [0.00, 0.00, 0.00], [0.00, -0.01, -0.01], [0.00, 0.00, 0.00], [0.00, 0.00, 0.00], [0.00, 0.00, -0.01], [0.00, 0.00, 0.00], [0.00, 0.00, 0.00], [0.00, 0.00, -0.01], [-0.01, -0.01, 0.00], [-0.08, -0.01, -0.01], [-0.02, 0.01, 0.06], [0.02, 0.02, 0.00], [0.00, 0.00, 0.00], [0.01, 0.07, -0.15], [0.01, -0.12, 0.03], [0.06, 0.03, 0.04], [0.00, 0.01, -0.05], [-0.05, 0.02, 0.06], [0.05, 0.00, -0.04], [-0.01, -0.04, -0.24], [-0.03, 0.00, 0.02], [-0.01, 0.05, -0.18], [0.04, -0.04, 0.02], [0.00, 0.02, -0.03], [0.01, 0.03, -0.02], [0.09, -0.01, 0.02], [0.00, 0.00, 0.00], [-0.05, -0.04, 0.04], [0.00, 0.00, 0.00], [0.00, 0.00, 0.00], [0.00, 0.00, -0.01], [0.01, 0.00, 0.00], [0.00, 0.01, 0.01], [0.00, 0.00, -0.01], [0.00, 0.01, 0.02], [0.12, -0.01, 0.01], [-0.05, 0.08, -0.16], [0.02, -0.02, 0.00], [-0.03, -0.01, -0.04], [-0.04, -0.15, -0.04], [-0.01, -0.05, 0.11], [0.20, 0.04, -0.03], [0.00, 0.02, 0.01], [-0.09, -0.19, -0.09], [-0.07, 0.04, 0.07], [-0.02, 0.02, 0.00], [0.08, 0.13, -0.08]],
  "homo_energy_ev": [-0.68, -1.68],
  "charge": -2,
  "multiplicity": 3,
  "gap_ha": [0.162, 0.199]
}

(2)
{
  "formula": "C24H15F11N6O5RuSe",
  "method": "ωB97M-V with the def2-TZVPD basis set",
  "elements": ["Ru", "C", "C", "N", "C", "C", "N", "C", "C", "C", "C", "C", "N", "C", "C", "N", "C", "C", "N", "C", "C", "C", "N", "C", "C", "H", "H", "H", "H", "H", "H", "H", "H", "H", "H", "H", "H", "F", "C", "F", "C", "F", "F", "F", "O", "Se", "O", "O", "O", "C", "C", "O", "C", "F", "F", "F", "C", "F", "F", "F", "H", "H", "H"],
  "coordinates": [[0.3077, -0.9725, -0.0161], [4.0966, 0.5002, -1.5622], [3.1144, -0.3894, -1.1378], [1.9328, 0.0651, -0.7546], [1.7362, 1.4008, -0.7391], [2.7309, 2.2555, -1.1664], [3.9137, 1.8129, -1.5892], [0.4033, 1.8562, -0.2457], [-0.0234, 3.1590, -0.0745], [-1.2996, 3.3989, 0.4373], [-2.0880, 2.3096, 0.8110], [-1.6024, 1.0266, 0.6366], [-0.4129, 0.8532, 0.0646], [-2.2417, -0.2497, 1.0730], [-3.4562, -0.3357, 1.7166], [-3.9642, -1.5043, 2.1121], [-3.2310, -2.5820, 1.8733], [-1.9904, -2.5292, 1.2395], [-1.5255, -1.3633, 0.8313], [-1.8004, 4.7971, 0.6059], [-1.1139, 5.8882, 0.0833], [-1.6203, 7.1655, 0.2604], [-2.7475, 7.4348, 0.9126], [-3.4029, 6.3911, 1.4125], [-2.9796, 5.0779, 1.2878], [5.0621, 0.1298, -1.8817], [3.2615, -1.4535, -1.0737], [2.5793, 3.3266, -1.1668], [0.6453, 3.9705, -0.3133], [-3.0641, 2.4476, 1.2473], [-4.0379, 0.5506, 1.9327], [-3.6290, -3.5322, 2.2045], [-1.3536, -3.3855, 1.0747], [-0.1971, 5.7711, -0.4748], [-1.0875, 8.0162, -0.1487], [-4.3197, 6.6114, 1.9471], [-3.5765, 4.3005, 1.7403], [-0.2694, -2.1462, -2.6743], [-0.6580, -1.0596, -1.9428], [-2.0459, -1.1831, -1.8036], [-0.5603, 0.0822, -2.9894], [0.7174, 0.3372, -3.3247], [-1.0915, 1.2441, -2.5530], [-1.2069, -0.2189, -4.1184], [2.0109, -0.6880, 4.2241], [1.6142, -1.3746, 2.8119], [0.4238, -2.4833, 2.9501], [0.8722, -0.1631, 1.8243], [2.9200, -1.8173, 1.9303], [3.0514, -3.8499, -0.6029], [1.5384, -4.0429, -0.4427], [0.8173, -2.9207, -0.2188], [1.3356, -5.0496, 0.7277], [1.8452, -6.2724, 0.4555], [1.9330, -4.6420, 1.8254], [0.0265, -5.2444, 0.9955], [0.9976, -4.6883, -1.7511], [1.4579, -5.9365, -1.9767], [1.3769, -3.9585, -2.8175], [-0.3360, -4.7580, -1.7664], [3.3920, -3.2838, 0.2655], [3.2434, -3.2983, -1.5218], [3.5761, -4.8036, -0.6657]],
  "forces_ev_per_a": [[0.08, -0.14, -1.05], [0.04, 0.00, 0.02], [0.00, 0.27, 0.09], [0.07, -0.03, 0.20], [-0.38, 0.09, 0.11], [0.14, -0.07, -0.01], [-0.07, -0.02, 0.02], [0.20, -0.08, -0.07], [0.03, 0.00, 0.05], [-0.03, 0.08, 0.01], [0.01, 0.00, 0.00], [-0.09, -0.21, 0.02], [-0.05, 0.12, 0.12], [0.18, 0.34, -0.18], [-0.07, -0.14, 0.06], [0.08, 0.04, -0.06], [-0.03, -0.02, 0.03], [-0.03, 0.15, 0.12], [0.20, -0.22, 0.23], [0.06, -0.17, -0.02], [-0.02, 0.05, -0.05], [0.00, -0.01, 0.00], [0.01, -0.02, 0.00], [0.00, 0.00, 0.00], [-0.02, 0.04, 0.05], [0.01, -0.02, -0.01], [0.05, 0.03, -0.03], [0.01, 0.04, -0.02], [-0.02, 0.01, 0.01], [-0.01, 0.02, -0.01], [-0.04, 0.02, 0.00], [0.01, -0.01, 0.00], [0.02, -0.05, -0.02], [0.00, 0.00, -0.01], [0.00, 0.01, 0.00], [-0.01, 0.01, 0.00], [0.00, 0.00, 0.02], [-0.18, 0.23, 0.11], [-0.08, 0.03, -0.03], [0.07, -0.01, 0.00], [0.08, -0.01, 0.10], [0.05, -0.01, 0.02], [-0.02, 0.00, 0.08], [-0.06, -0.09, -0.13], [-0.10, 0.06, -0.28], [0.02, 0.02, 0.25], [0.26, 0.00, -0.06], [0.16, -0.25, -0.02], [-0.24, -0.07, 0.09], [-0.01, 0.07, 0.11], [0.28, -0.07, -0.29], [-0.52, 0.18, 0.40], [-0.25, 0.05, -0.07], [0.07, -0.19, -0.04], [0.07, 0.19, 0.31], [-0.01, 0.04, 0.01], [0.03, 0.08, -0.02], [0.04, 0.00, -0.13], [0.10, -0.17, -0.03], [-0.11, -0.09, -0.01], [0.03, 0.00, 0.01], [0.00, -0.08, -0.01], [-0.01, -0.01, 0.03]],
  "homo_energy_ev": [-5.59, -5.57],
  "charge": -1,
  "multiplicity": 2,
  "gap_ha": [0.228, 0.220]
}

(3)
{
  "formula": "C24H16AuBrCl3GeIN6",
  "method": "ωB97M-V with the def2-TZVPD basis set",
  "elements": ["Au", "C", "C", "N", "C", "C", "N", "C", "C", "C", "C", "C", "N", "C", "C", "N", "C", "C", "N", "C", "C", "C", "N", "C", "C", "H", "H", "H", "H", "H", "H", "H", "H", "H", "H", "H", "H", "Br", "C", "C", "C", "C", "C", "C", "I", "H", "H", "H", "H", "Cl", "Ge", "Cl", "Cl"],
  "coordinates": [[-0.1616, -1.4971, -2.1707], [4.4189, -0.9743, -1.6241], [3.1304, -0.8992, -2.1689], [2.0766, -0.8946, -1.3841], [2.2087, -0.9391, -0.0597], [3.5139, -1.0039, 0.4684], [4.5497, -1.0269, -0.3235], [0.9958, -0.9271, 0.7769], [1.0362, -0.9387, 2.1694], [-0.1568, -0.9429, 2.9013], [-1.3513, -0.9393, 2.1717], [-1.3145, -0.9276, 0.7792], [-0.1599, -0.9089, 0.1259], [-2.5284, -0.9382, -0.0556], [-3.8340, -0.9994, 0.4727], [-4.8685, -1.0184, -0.3217], [-4.7388, -0.9640, -1.6207], [-3.4495, -0.8927, -2.1660], [-2.3975, -0.8943, -1.3795], [-0.1557, -0.9516, 4.3849], [1.0413, -0.9561, 5.1130], [0.9936, -0.9595, 6.5044], [-0.1564, -0.9583, 7.1115], [-1.3057, -0.9595, 6.5042], [-1.3531, -0.9560, 5.1129], [5.3160, -0.9941, -2.2271], [2.9790, -0.8430, -3.2371], [3.7249, -1.0436, 1.5270], [1.9864, -0.9431, 2.6714], [-2.3007, -0.9438, 2.6753], [-4.0455, -1.0393, 1.5310], [-5.6354, -0.9794, -2.2250], [-3.2966, -0.8313, -3.2337], [2.0152, -0.9586, 4.6545], [1.8914, -0.9612, 7.1102], [-2.2042, -0.9612, 7.1090], [-2.3265, -0.9583, 4.6538], [-0.4245, 5.4807, -0.8842], [0.1491, 4.9129, -2.5925], [0.4814, 5.8697, -3.5517], [0.9072, 5.4730, -4.8030], [1.0060, 4.1176, -5.1147], [0.6771, 3.1560, -4.1708], [0.2509, 3.5495, -2.9168], [-0.2381, 2.0810, -1.4957], [0.4030, 6.9176, -3.3061], [1.1643, 6.2123, -5.5447], [1.3381, 3.8107, -6.0937], [0.7520, 2.1080, -4.4214], [-1.8979, -4.4490, -0.8577], [-0.1553, -3.9850, -2.0160], [-0.1008, -5.1147, -3.7805], [1.5475, -4.4135, -0.7814]],
  "forces_ev_per_a": [[0.02, 1.57, 0.83], [-0.75, 0.22, -0.26], [0.89, 0.06, -0.54], [-1.26, -0.84, -0.50], [1.07, -0.06, 0.36], [-1.38, 0.17, -0.23], [1.51, -0.18, 0.36], [-0.34, 0.01, 0.36], [-0.26, 0.05, 0.07], [0.00, 0.02, -0.93], [0.25, 0.05, 0.09], [0.37, 0.00, 0.37], [0.00, -0.37, 0.46], [-1.13, -0.08, 0.40], [1.40, 0.17, -0.27], [-1.53, -0.18, 0.46], [0.78, 0.22, -0.35], [-0.91, 0.07, -0.53], [1.30, -0.83, -0.55], [-0.02, -0.02, 0.55], [-0.68, 0.00, 0.16], [1.51, 0.01, 0.64], [0.02, -0.01, -1.94], [-1.54, 0.01, 0.63], [0.70, 0.00, 0.16], [-0.03, -0.01, -0.14], [-0.04, -0.06, -0.04], [-0.11, 0.03, 0.11], [0.11, 0.00, -0.01], [-0.11, 0.00, -0.01], [0.10, 0.03, 0.11], [0.03, -0.01, -0.13], [0.04, -0.06, -0.04], [0.10, 0.01, 0.09], [0.15, 0.00, 0.05], [-0.15, 0.00, 0.05], [-0.10, 0.01, 0.09], [0.04, -0.05, -0.14], [0.03, -0.49, -0.07], [-0.12, -0.25, 0.37], [0.06, -0.53, -0.19], [-0.05, 0.28, 0.14], [0.06, -0.01, -0.17], [-0.03, 0.83, 0.12], [0.01, -0.35, -0.07], [-0.02, 0.06, 0.06], [0.01, 0.09, -0.05], [0.03, -0.03, -0.09], [0.00, -0.06, -0.02], [0.46, 0.49, -0.48], [0.02, -1.20, 1.03], [-0.01, 0.70, 0.15], [-0.47, 0.47, -0.51]],
  "homo_energy_ev": [-15.13, -15.13],
  "charge": 3,
  "multiplicity": 2,
  "gap_ha": [0.100, 0.096]
}

(4)
{
  "formula": "C24H16BrIrN8O2",
  "method": "ωB97M-V with the def2-TZVPD basis set",
  "elements": ["Ir", "N", "C", "N", "C", "N", "C", "C", "N", "C", "C", "N", "H", "H", "H", "H", "H", "C", "C", "N", "C", "C", "C", "C", "C", "C", "C", "C", "C", "N", "C", "H", "H", "H", "H", "H", "H", "H", "H", "Br", "C", "C", "N", "C", "C", "C", "C", "O", "O", "H", "H", "H"],
  "coordinates": [[-0.1056, -0.2823, 0.5610], [-0.9988, -0.1520, 4.6611], [-1.2515, 0.3950, 3.4735], [-0.4800, -0.2089, 2.5842], [0.2194, -1.1342, 3.3076], [-0.0731, -1.1239, 4.5785], [1.1234, -2.0165, 2.5818], [1.9278, -2.9876, 3.1574], [2.7042, -3.7669, 2.4167], [2.6760, -3.5905, 1.1034], [1.8800, -2.6223, 0.5024], [1.1070, -1.8337, 1.2466], [-1.4165, 0.0697, 5.5545], [-1.9582, 1.1877, 3.2905], [1.9371, -3.1293, 4.2312], [3.3046, -4.2324, 0.4994], [1.8565, -2.4847, -0.5690], [0.1911, -1.1094, -3.6874], [-0.2373, -1.1310, -2.3555], [0.3785, -0.4246, -1.4200], [1.4523, 0.3391, -1.7556], [1.9339, 0.4252, -3.0599], [1.2663, -0.3332, -4.0423], [3.0643, 1.2707, -3.3245], [3.6556, 1.9699, -2.3301], [3.1770, 1.8841, -0.9782], [3.7419, 2.5884, 0.1022], [3.2087, 2.4400, 1.3578], [2.1165, 1.5880, 1.5477], [1.5695, 0.9128, 0.5501], [2.0859, 1.0617, -0.7021], [-0.3390, -1.7030, -4.4180], [-1.0901, -1.7159, -2.0357], [1.6066, -0.2974, -5.0695], [3.4317, 1.3391, -4.3399], [4.5035, 2.6098, -2.5357], [4.5891, 3.2412, -0.0654], [3.6156, 2.9691, 2.2073], [1.6812, 1.4531, 2.5286], [-6.1834, 3.4847, -1.7510], [-5.5257, 1.8063, -1.2313], [-6.3737, 0.6972, -1.2177], [-5.9761, -0.5189, -0.8600], [-4.7124, -0.6849, -0.5009], [-3.7964, 0.3653, -0.4869], [-4.2093, 1.6446, -0.8600], [-2.4203, 0.1266, -0.0856], [-1.5404, 1.0592, -0.0048], [-1.9755, -1.0428, 0.2207], [-7.4119, 0.8050, -1.5087], [-4.4112, -1.6841, -0.2093], [-3.5185, 2.4769, -0.8590]],
  "forces_ev_per_a": [[0.76, 0.17, 0.00], [0.01, 0.00, -0.01], [0.00, 0.02, -0.02], [-0.05, 0.02, -0.02], [-0.06, -0.06, 0.04], [0.01, 0.03, 0.00], [0.01, -0.04, 0.01], [0.00, 0.00, -0.04], [0.01, -0.02, 0.01], [-0.01, 0.01, 0.00], [0.00, -0.03, 0.01], [-0.11, 0.15, -0.07], [0.00, 0.00, 0.00], [0.00, 0.00, 0.00], [-0.01, 0.01, 0.00], [0.00, 0.00, 0.00], [0.01, 0.01, 0.00], [-0.01, 0.01, 0.02], [-0.02, 0.04, -0.01], [0.10, -0.03, 0.08], [0.01, -0.02, -0.04], [0.00, -0.01, -0.03], [0.00, 0.01, 0.01], [0.02, 0.01, 0.03], [-0.02, -0.02, -0.02], [0.02, 0.01, 0.01], [0.00, -0.01, 0.00], [0.00, -0.02, -0.01], [0.04, -0.01, 0.03], [0.00, -0.04, -0.02], [-0.01, 0.01, 0.01], [0.00, 0.00, 0.00], [0.01, -0.02, -0.01], [0.00, -0.01, 0.00], [0.00, 0.00, 0.00], [0.00, 0.00, 0.00], [0.00, 0.00, 0.00], [0.00, 0.00, 0.00], [-0.01, 0.00, -0.01], [0.00, -0.01, 0.00], [-0.01, 0.01, -0.01], [0.02, -0.01, 0.01], [-0.02, -0.01, 0.00], [0.00, 0.02, 0.00], [0.01, 0.00, -0.01], [0.00, 0.01, 0.00], [-0.03, -0.19, 0.07], [-0.23, -0.11, 0.01], [-0.42, 0.08, -0.02], [0.00, 0.00, 0.00], [0.00, 0.00, 0.00], [0.00, 0.00, 0.00]],
  "homo_energy_ev": -13.90,
  "charge": 2,
  "multiplicity": 1,
  "gap_ha": 0.270
}